Record 1
{
  "formula": "C35H37As2FNOsSi",
  "method": "ωB97M-V/def2-TZVPD",
  "species": ["Os", "C", "Si", "C", "C", "N", "C", "C", "C", "C", "C", "C", "F", "H", "H", "H", "H", "H", "H", "H", "H", "H", "H", "H", "H", "H", "C", "C", "As", "C", "C", "C", "C", "C", "C", "C", "C", "C", "C", "C", "C", "As", "C", "C", "C", "C", "C", "C", "C", "C", "C", "C", "C", "C", "H", "H", "H", "H", "H", "H", "H", "H", "H", "H", "H", "H", "H", "H", "H", "H", "H", "H", "H", "H", "H", "H", "H", "H"],
  "xyz": [[0.4565, -0.2522, -0.4905], [2.6857, -0.4350, 2.5023], [3.1037, -0.7590, 0.7294], [2.1326, -2.2266, 0.0845], [4.9312, -0.7365, 0.4931], [2.1520, 0.5127, -0.2140], [2.5000, 1.7660, -0.6659], [3.8150, 2.2484, -0.7605], [4.0462, 3.5347, -1.2099], [2.9816, 4.3621, -1.5621], [1.6667, 3.9056, -1.4918], [1.4764, 2.6238, -1.0625], [0.1939, 2.1094, -0.9862], [3.1854, -1.1808, 3.1271], [1.6143, -0.5195, 2.6873], [3.0199, 0.5483, 2.8380], [2.4051, -3.1010, 0.6848], [2.3266, -2.4628, -0.9573], [1.0007, -2.1610, 0.2412], [5.3075, -1.5988, 1.0562], [5.3939, 0.1423, 0.9421], [5.2777, -0.8551, -0.5338], [4.6426, 1.6091, -0.4920], [5.0605, 3.9014, -1.2832], [3.1719, 5.3718, -1.9004], [0.8237, 4.5283, -1.7606], [-2.7721, 0.7026, -1.0018], [-2.8386, 0.6456, 0.5233], [-1.1086, 0.2757, 1.3853], [-1.4352, -1.1259, 2.6431], [-0.7317, -1.1190, 3.8451], [-0.9634, -2.1152, 4.7814], [-1.8978, -3.1103, 4.5217], [-2.6037, -3.1112, 3.3246], [-2.3741, -2.1227, 2.3819], [-0.6815, 1.8402, 2.4051], [-1.6669, 2.3315, 3.2586], [-1.3925, 3.4406, 4.0434], [-0.1429, 4.0452, 3.9825], [0.8409, 3.5406, 3.1430], [0.5737, 2.4325, 2.3516], [-1.8047, -0.8913, -1.5534], [-2.9283, -2.0918, -2.5650], [-2.4454, -2.7365, -3.6852], [-3.3106, -3.5972, -4.4184], [-4.6032, -3.8000, -4.0024], [-5.0693, -3.1638, -2.8735], [-4.2157, -2.3031, -2.1286], [-0.3248, -0.3834, -2.7075], [-0.2078, 0.8152, -3.4475], [0.9651, 1.0921, -4.1034], [2.0609, 0.2061, -4.0354], [1.9589, -0.9790, -3.3523], [0.7573, -1.3049, -2.6839], [-2.1867, 1.5545, -1.3547], [-3.7606, 0.7573, -1.4569], [-3.5056, -0.1513, 0.8558], [-3.2178, 1.5786, 0.9417], [-0.0428, -0.3148, 4.0796], [-0.4260, -2.1022, 5.7200], [-2.0865, -3.8818, 5.2558], [-3.3385, -3.8803, 3.1289], [-2.9275, -2.1472, 1.4489], [-2.6363, 1.8516, 3.3354], [-2.1514, 3.8275, 4.7097], [0.0660, 4.9083, 4.6000], [1.8168, 4.0066, 3.1114], [1.3493, 2.0289, 1.7144], [-1.4330, -2.5704, -4.0309], [-2.9459, -4.0853, -5.3124], [-5.2576, -4.4591, -4.5552], [-6.0890, -3.3250, -2.5478], [-4.5973, -1.8214, -1.2352], [-1.0395, 1.5057, -3.5020], [1.0480, 1.9932, -4.6978], [2.9709, 0.4436, -4.5708], [2.7760, -1.6894, -3.3614], [0.6052, -2.3161, -2.3244]],
  "lowdin_charge": [1.098, -0.141, 0.483, -0.154, -0.147, -0.172, -0.280, 0.036, -0.009, 0.012, 0.042, -0.203, -0.013, 0.068, -0.004, 0.058, 0.092, 0.030, 0.031, 0.066, 0.054, 0.055, 0.102, 0.134, 0.138, 0.146, -0.372, -0.374, 1.229, -0.386, -0.109, -0.036, -0.026, -0.043, -0.105, -0.384, -0.088, -0.031, -0.028, -0.044, -0.123, 1.277, -0.389, -0.079, -0.025, -0.047, -0.025, -0.095, -0.492, -0.079, -0.015, -0.012, -0.046, -0.227, 0.061, 0.099, 0.069, 0.091, 0.102, 0.125, 0.127, 0.123, 0.088, 0.119, 0.127, 0.127, 0.120, 0.061, 0.097, 0.124, 0.130, 0.124, 0.102, 0.126, 0.136, 0.133, 0.131, 0.107],
  "homo_energy_ev": [-16.659, -16.659],
  "energy_ha": -6361.22678,
  "total_charge": 3,
  "homo_lumo_gap_ev": [5.7, 5.7]
}



Record 2
{
  "formula": "C30H34IN4O3SeV",
  "method": "ωB97M-V/def2-TZVPD",
  "species": ["V", "C", "C", "N", "C", "C", "C", "O", "C", "C", "N", "C", "C", "C", "C", "C", "C", "I", "C", "O", "H", "H", "H", "H", "H", "H", "H", "H", "H", "H", "H", "H", "O", "C", "C", "C", "C", "C", "N", "C", "Se", "N", "C", "C", "C", "C", "C", "C", "C", "C", "C", "C", "H", "H", "H", "H", "H", "H", "H", "H", "H", "H", "H", "H", "H", "H", "H", "H", "H", "H", "H", "H", "H", "H"],
  "xyz": [[-0.2472, 1.5933, -1.6721], [4.0598, 2.0222, -2.8055], [3.5449, 3.0342, -1.8328], [4.3780, 3.9401, -1.3313], [3.9382, 4.8773, -0.5049], [2.6164, 5.0024, -0.0700], [2.2924, 6.1061, 0.9082], [0.9573, 6.5568, 0.7592], [1.7149, 4.0411, -0.5533], [0.3247, 4.0591, -0.1690], [-0.5799, 3.1748, -0.4809], [-1.9101, 3.3748, 0.0373], [-2.1296, 3.8827, 1.3120], [-3.4271, 4.0816, 1.7631], [-4.5107, 3.7633, 0.9620], [-4.3144, 3.2247, -0.3053], [-3.0160, 3.0393, -0.7325], [-2.6916, 2.2160, -2.6489], [2.2138, 3.0776, -1.4426], [1.3055, 2.1943, -1.9706], [5.1457, 2.0520, -2.8119], [3.7058, 2.2467, -3.8141], [3.7298, 1.0148, -2.5470], [4.6867, 5.5846, -0.1634], [3.0063, 6.9148, 0.7527], [2.4530, 5.7269, 1.9240], [0.9140, 7.5086, 0.8920], [0.0075, 4.9146, 0.4225], [-1.2896, 4.1160, 1.9552], [-3.5878, 4.4847, 2.7536], [-5.5199, 3.9260, 1.3159], [-5.1603, 2.9733, -0.9311], [-0.3637, -1.1479, -3.6723], [-0.3266, -0.2510, -3.0109], [-4.0172, -4.3598, 1.3307], [-2.8561, -3.4694, 1.7582], [-2.9610, -2.0429, 1.2185], [-2.6908, -1.9136, -0.2785], [-1.2940, -2.2518, -0.6130], [-0.2222, -1.4944, -0.3531], [-0.3124, 0.2994, 0.2809], [0.9013, -2.1543, -0.6574], [2.2903, -1.7588, -0.3650], [2.7909, -2.3989, 0.9259], [2.0015, -2.0038, 2.1689], [2.5659, -2.6498, 3.4292], [0.5435, -3.4169, -1.1137], [1.3254, -4.4924, -1.5412], [0.6416, -5.6153, -1.9435], [-0.7685, -5.6771, -1.9255], [-1.5401, -4.6213, -1.5011], [-0.8485, -3.4802, -1.0874], [-3.9163, -5.3574, 1.7547], [-4.0853, -4.4776, 0.2466], [-4.9669, -3.9489, 1.6755], [-1.9001, -3.9151, 1.4614], [-2.8303, -3.4170, 2.8472], [-2.2761, -1.3801, 1.7580], [-3.9683, -1.6575, 1.3968], [-2.8747, -0.8949, -0.6254], [-3.3206, -2.5800, -0.8641], [2.3168, -0.6698, -0.3090], [2.8896, -2.0676, -1.2211], [3.8367, -2.1045, 1.0421], [2.7908, -3.4864, 0.8148], [0.9511, -2.3038, 2.0575], [2.0160, -0.9125, 2.2772], [2.5473, -3.7374, 3.3507], [1.9908, -2.3682, 4.3096], [3.5998, -2.3450, 3.5923], [2.4058, -4.4534, -1.5549], [1.1969, -6.4785, -2.2846], [-1.2544, -6.5849, -2.2564], [-2.6183, -4.6842, -1.4895]],
  "lowdin_spin": [1.172, -0.002, -0.010, 0.008, -0.009, 0.011, 0.001, 0.000, -0.006, 0.028, -0.019, 0.000, -0.002, 0.000, -0.001, 0.000, 0.003, -0.019, -0.004, -0.067, 0.000, -0.001, 0.000, -0.001, 0.000, 0.001, 0.000, 0.000, 0.000, 0.000, 0.000, 0.000, 0.007, 0.010, 0.000, 0.000, -0.001, -0.001, -0.002, 0.005, -0.088, -0.002, -0.001, 0.000, -0.001, 0.000, -0.001, 0.000, -0.001, -0.001, 0.000, -0.001, 0.000, 0.000, 0.000, 0.000, 0.000, -0.001, 0.000, 0.000, 0.000, -0.001, 0.000, 0.000, 0.000, 0.000, 0.000, 0.000, 0.000, 0.000, 0.000, 0.000, 0.000, 0.000],
  "relative_energy_kj_mol": 0.0,
  "s_squared": 0.80,
  "homo_energy_ev": [-16.886, -16.890],
  "energy_ha": -5250.53754,
  "total_charge": 3,
  "multiplicity": 2,
  "homo_lumo_gap_ev": [5.5, 5.9]
}



Record 3
{
  "formula": "C4H12N2O",
  "method": "ωB97M-V/def2-TZVPD",
  "species": ["C", "C", "C", "N", "C", "N", "H", "H", "H", "H", "H", "H", "H", "H", "H", "H", "H", "H", "O"],
  "xyz": [[-1.4281, -0.9061, -0.8398], [-1.5578, -0.4395, 0.6427], [-0.1813, 0.1839, 1.1035], [0.9573, -0.7302, 0.8928], [1.5884, -0.5824, -0.4739], [1.7424, -1.7873, -0.9621], [-1.9508, -1.8849, -0.9925], [-1.6800, -0.1088, -1.4549], [-0.4169, -1.0631, -1.1725], [-1.9604, -1.3300, 1.1894], [-2.3791, 0.2598, 0.6326], [-0.0144, 1.2050, 0.4908], [-0.3345, 0.3412, 2.2057], [0.7476, -1.6533, 1.1647], [1.6619, 0.3220, -0.9812], [2.1894, -1.8099, -1.9088], [-0.3384, 2.5399, -0.0771], [0.0824, 3.7850, -0.7824], [-0.6290, 3.4355, -0.0530]],
  "lowdin_spin": [0.006, 0.070, 0.076, 0.552, -0.037, 0.278, 0.002, 0.001, 0.002, 0.000, 0.009, 0.000, 0.025, 0.013, -0.006, 0.010, 0.000, 0.000, 0.000],
  "relative_energy_kj_mol": 325.4,
  "s_squared": 0.78,
  "homo_energy_ev": [-15.038, -15.038],
  "energy_ha": -343.93857,
  "total_charge": 1,
  "multiplicity": 2,
  "homo_lumo_gap_ev": [10.5, 6.5]
}